Entry 1:
DFT (ωB97M-V/def2-TZVPD) results for a structure of composition C24H50ClF5OP2ReSi2Te in a non-equilibrium geometry.

ORCA input file:
```
! wB97M-V def2-TZVPD RIJCOSX def2/J DEFGRID3
* xyz 0 4
Re 0.44908 -0.20858 -0.09398
C 1.74770 0.70350 1.46737
C 1.66178 -0.71919 1.60761
C 2.28123 -1.29539 0.40196
Si 1.22950 -1.40124 3.27955
C 2.56796 -0.23414 -0.47246
C 2.22932 1.03176 0.16704
Si 2.52413 2.84398 -0.24033
H 1.40723 1.42016 2.21124
H 2.36452 -2.34995 0.22342
H 2.99987 -0.30813 -1.48108
Cl -1.02103 -1.42177 -2.05060
C 2.55979 3.95337 1.26927
C 4.04322 3.12429 -1.30808
C 1.28822 -0.13358 4.65970
C 2.20975 -2.93052 3.76380
H 4.94367 2.92626 -0.70595
H 4.08304 4.17424 -1.63530
H 4.08021 2.47608 -2.19147
H 1.64770 3.83112 1.86832
H 2.65731 5.00588 0.97529
H 3.41544 3.70230 1.90690
H 3.25935 -2.64620 3.93124
H 2.20635 -3.71293 2.99582
H 1.83336 -3.36374 4.70300
H 2.30960 0.24039 4.79108
H 0.96770 -0.56118 5.61763
H 0.64900 0.72522 4.43155
C 0.89324 3.21238 -1.13743
C -0.59569 -1.77825 2.98540
P 0.25493 1.73480 -2.01001
H 1.01917 4.07734 -1.81424
H 0.14210 3.51209 -0.37753
P -0.94061 -2.18530 1.24583
H -1.18469 -0.87956 3.23932
H -0.95981 -2.56890 3.65755
C -2.73048 -2.50862 1.17244
C -0.11785 -3.86776 1.06047
C 1.49747 1.51479 -3.40095
C -1.27772 2.31077 -2.79706
C -2.53097 1.87010 -2.01549
H -1.31658 1.78772 -3.76951
C -1.36234 3.82328 -3.05639
H -1.40557 4.38552 -2.11396
H -2.27755 4.06101 -3.62200
H -0.51726 4.19920 -3.64172
H -2.49437 0.78304 -1.85936
H -3.45043 2.12100 -2.57785
H -2.58852 2.36632 -1.03331
H 2.45387 1.34003 -2.88157
C 1.65517 2.74796 -4.29855
C 1.16813 0.27025 -4.23176
H 1.93472 3.65839 -3.75077
H 0.74165 2.94776 -4.87679
H 2.45848 2.55577 -5.02691
H 1.11599 -0.62992 -3.61220
H 1.94874 0.12979 -4.99259
H 0.20738 0.37862 -4.75204
H 0.94550 -3.67265 1.27702
C -0.23806 -4.38001 -0.37680
C -0.63576 -4.91358 2.04953
H -0.53222 -4.62189 3.10206
H -0.05103 -5.83526 1.92036
H -1.68440 -5.17639 1.85433
H 0.17881 -3.67130 -1.09754
H -1.28472 -4.56551 -0.65189
H 0.30410 -5.33193 -0.46194
C -3.47995 -1.30558 0.57242
C -3.36295 -2.90457 2.51296
H -2.84446 -3.35293 0.46955
H -3.32081 -2.07529 3.23175
H -2.89877 -3.78699 2.96893
H -4.42536 -3.14387 2.36042
H -3.41914 -0.42709 1.23733
H -4.54594 -1.56395 0.42848
H -3.02520 -1.05725 -0.39980
C -1.90304 -2.90167 -4.23637
H -0.92519 -3.34221 -4.42277
H -2.66449 -3.49550 -3.68608
H -2.24169 -2.05377 -4.87052
F -2.04628 1.19370 3.90477
Te -1.73425 2.51124 2.41571
F -1.59525 4.03346 1.01632
F -3.60245 2.18428 1.84467
F -2.37286 3.84321 3.56185
F 0.10797 2.98911 3.22799
O -1.03772 0.58261 0.44369
*
```

Expectation value of S²   3.78
Gap between HOMO and LUMO (alpha / beta)   6.3 / 6.9 eV

Entry 2:
DFT (ωB97M-V/def2-TZVPD) results for the ion C2H5N2OS2 with charge +1 in a non-equilibrium geometry.

ORCA input file:
```
! wB97M-V def2-TZVPD RIJCOSX def2/J DEFGRID3
* xyz 1 1
C -0.25375 0.92958 -0.21342
C 0.15023 -1.97007 0.25017
N 0.96725 0.70633 -0.15445
N -1.07433 1.91960 -0.51793
O 0.93335 -1.82765 -0.75322
S -1.19409 -0.53188 0.75445
S 0.38990 -1.22401 1.93748
H -0.49493 -2.83282 0.38898
H 1.73097 1.34298 -0.20605
H -0.70387 2.85620 -0.47666
H -2.05837 1.65605 -0.47169
H 1.60763 -1.02431 -0.53767
*
```

Gap between HOMO and LUMO   9.3 eV

Entry 3:
DFT (ωB97M-V/def2-TZVPD) results for the molecule C4H6F2O in a non-equilibrium geometry.

ORCA input file:
```
! wB97M-V def2-TZVPD RIJCOSX def2/J DEFGRID3
* xyz 0 1
C -0.09497 0.08598 0.07788
C -1.53305 -0.07583 0.11709
C 0.64684 1.37832 -0.07956
C 0.83365 -1.36944 -0.16757
O -0.90462 -0.01403 1.27211
F -2.17897 -1.22400 -0.18284
F -2.40909 0.93178 -0.23813
H 1.35395 1.24399 -0.78711
H 1.15748 1.54938 0.91255
H -0.01713 2.26675 -0.16090
H 0.20418 -2.20774 -0.53324
H 1.31845 -1.55583 0.67267
H 1.62329 -1.00932 -0.90296
*
```

Gap between HOMO and LUMO   11.9 eV
SMILES   CC1(C)OC1(F)F

Entry 4:
DFT (ωB97M-V/def2-TZVPD) results for a cluster of 2 separate species, C3H7O in total in a non-equilibrium geometry.

ORCA input file:
```
! wB97M-V def2-TZVPD RIJCOSX def2/J DEFGRID3
* xyz -1 1
O 0.99162 2.10249 -0.12818
H 0.25222 1.82689 0.41685
C -1.18591 -0.24999 -0.73971
C -0.51179 -0.40991 0.47497
C 0.77756 -0.91755 0.56724
H -2.27282 -0.33582 -0.70836
H 1.16042 1.35839 -0.71204
H -0.75782 -0.61500 -1.66961
H -1.10061 -0.38021 1.38868
H 1.35950 -1.14502 1.45290
H 1.28762 -1.23427 -0.34274
*
```

Gap between HOMO and LUMO   5.9 eV

Entry 5:
DFT (ωB97M-V/def2-TZVPD) results for a structure of composition C6H12O2 in a non-equilibrium geometry.

ORCA input file:
```
! wB97M-V def2-TZVPD RIJCOSX def2/J DEFGRID3
* xyz 0 1
C -2.09028 1.19779 -0.02118
C -1.31216 1.15834 1.32998
C 1.42994 -2.77273 0.11273
C 1.40505 -1.43850 0.35881
O 1.91636 -0.42923 -0.59061
C 0.26498 -0.77994 1.02444
C 0.04457 0.53423 1.17166
H -2.63044 0.31413 -0.33075
H -1.46952 1.56634 -0.83583
H -2.85983 1.96208 0.11070
H -1.17503 2.25651 1.37162
H -1.83381 0.80888 2.22612
H 2.08747 -3.15717 -0.66198
H 0.75492 -3.48528 0.55164
H 1.49478 -1.29214 -0.99788
H -0.56538 -1.44037 1.27178
H 0.87081 1.22837 1.21031
H 1.26975 0.76893 -1.77826
H 1.47510 1.54998 -3.14825
O 0.92275 1.44976 -2.37504
*
```

Gap between HOMO and LUMO   9.3 eV

Entry 6:
DFT (ωB97M-V/def2-TZVPD) results for a structure of composition C32H37CrN7O4S2 in a non-equilibrium geometry.

ORCA input file:
```
! wB97M-V def2-TZVPD RIJCOSX def2/J DEFGRID3
* xyz 0 5
Cr 0.84709 -0.65957 1.09113
N 1.77187 -2.21972 4.90750
C 1.76222 -1.73473 3.65353
O 0.70680 -1.73521 3.00307
C 3.02612 -1.21249 3.04943
C 2.84653 -1.13394 1.53909
H 0.89676 -2.46753 5.33846
H 2.58980 -2.11855 5.48145
H 3.87550 -1.81383 3.39535
H 3.15137 -0.20159 3.45212
H 3.10455 -2.10000 1.08226
H 3.52651 -0.39597 1.11791
O -4.45672 -0.49892 -3.54674
C -3.88764 0.70540 -3.06334
C -2.84507 0.38561 -2.02985
C -2.39587 1.36971 -1.15978
C -1.40283 1.06786 -0.24569
N -0.86620 -0.14513 -0.17254
C -1.29621 -1.09985 -0.99566
C -2.28614 -0.88075 -1.93928
C -0.64220 -2.43229 -0.80236
C -0.97504 -3.54240 -1.55971
C -0.36647 -4.75908 -1.28668
C -0.68518 -5.98003 -2.11318
O -2.00140 -5.98796 -2.62745
C 0.54393 -4.81937 -0.24124
C 0.84713 -3.66245 0.45182
N 0.28769 -2.48942 0.16349
H -5.09209 -0.28537 -4.23524
H -4.64881 1.35431 -2.61689
H -3.40687 1.26326 -3.87631
H -2.80541 2.37178 -1.19049
H -1.00333 1.79625 0.45028
H -2.62636 -1.66204 -2.59942
H -1.69407 -3.47093 -2.36114
H -0.47519 -6.88243 -1.52904
H -0.02806 -5.99612 -2.98540
H -2.62101 -5.91294 -1.89376
H 1.02081 -5.75086 0.03350
H 1.56213 -3.65696 1.26237
S 0.99584 1.35993 2.28063
C 2.05240 2.18241 1.10865
N 2.65579 3.26034 1.52593
N 3.30709 3.99504 0.54873
C 2.77535 4.48941 -0.62371
C 1.40268 4.48169 -0.89253
C 0.92069 5.04842 -2.05978
C 1.77428 5.63820 -2.98465
C 3.13571 5.65969 -2.70988
C 3.63246 5.09317 -1.54866
N 2.15461 1.73934 -0.17361
N 1.70639 0.51267 -0.39924
C 1.64447 0.20234 -1.76424
C 1.86361 -1.11324 -2.17677
C 1.72010 -1.47124 -3.50963
C 1.37222 -0.52078 -4.45859
C 1.19536 0.80104 -4.05767
C 1.33269 1.16587 -2.72997
H 4.12668 4.45655 0.90172
H 0.72404 4.03464 -0.17798
H -0.14713 5.03463 -2.24728
H 1.38771 6.07126 -3.89726
H 3.82349 6.11197 -3.41362
H 4.69868 5.09845 -1.35335
H 2.18032 -1.84577 -1.44469
H 1.90337 -2.49617 -3.80974
H 1.25916 -0.79944 -5.49807
H 0.95240 1.55956 -4.79173
H 1.20830 2.19327 -2.41558
O -1.80382 -0.93518 2.23496
S -2.24765 -1.05353 3.66396
C -3.96409 -0.44277 3.67616
C -4.03878 0.72537 4.65336
C -2.72014 1.47647 4.47559
C -1.64375 0.40402 4.56355
H -4.64070 -1.26684 3.89494
H -4.10837 -0.11828 2.64430
H -4.11277 0.35346 5.67880
H -4.91508 1.34643 4.46641
H -2.57486 2.25672 5.22225
H -2.68124 1.94724 3.49071
H -1.47492 0.08335 5.59430
H -0.69122 0.67455 4.11170
*
```

Expectation value of S²   6.09
Gap between HOMO and LUMO (alpha / beta)   5.2 / 5.6 eV

Entry 7:
DFT (ωB97M-V/def2-TZVPD) results for the molecule C4H10S2 in a non-equilibrium geometry.

ORCA input file:
```
! wB97M-V def2-TZVPD RIJCOSX def2/J DEFGRID3
* xyz 0 1
C 1.92069 0.41372 -0.42368
C 0.53198 0.50652 0.12914
C -0.52792 -0.28342 -0.43642
C -1.72154 -0.22400 0.52383
H 3.21352 -0.77374 1.14224
H 2.53534 1.26197 -0.13544
H 1.90313 0.47788 -1.53901
H 0.21735 1.61073 0.09457
H 0.71595 0.17317 1.22989
H -0.86791 0.13984 -1.43695
H -0.30015 -1.42525 -0.59853
H -1.86940 0.80434 0.82509
H -1.42299 -0.94506 1.31128
H -3.85354 0.33220 -0.39180
S 2.79196 -1.19678 -0.07429
S -3.26648 -0.87212 -0.21991
*
```

Gap between HOMO and LUMO   9.9 eV
SMILES   SCCCCS

Entry 8:
DFT (ωB97M-V/def2-TZVPD) results for a structure of composition C4H5HgO2 in a non-equilibrium geometry.

ORCA input file:
```
! wB97M-V def2-TZVPD RIJCOSX def2/J DEFGRID3
* xyz 2 2
H 1.25759 0.24871 2.01147
C 0.80092 -0.24459 1.03567
C -0.39044 -0.27305 1.62146
O -1.54156 -0.03129 1.74633
Hg -3.19618 -0.38625 2.88128
H 1.23892 -1.17899 0.67835
O -0.46470 -0.76027 -2.41740
C 0.19291 0.00028 -1.72324
C 0.83572 1.07128 -1.36386
H -0.90261 -1.50505 -1.94792
H 0.26896 1.89735 -0.92029
H 1.90047 1.16188 -1.60185
*
```

Expectation value of S²   0.75
Gap between HOMO and LUMO (alpha / beta)   8.3 / 7.7 eV

Entry 9:
DFT (ωB97M-V/def2-TZVPD) results for the molecule C3H5IN2S in a non-equilibrium geometry.

ORCA input file:
```
! wB97M-V def2-TZVPD RIJCOSX def2/J DEFGRID3
* xyz 0 1
C 0.27828 0.28388 0.62375
C -0.53004 -0.37304 -1.61794
C 0.30150 1.20003 1.83944
N 0.92016 -0.68054 0.18489
N 0.60920 -1.12335 -1.08021
S -1.20276 0.64656 -0.39019
I 0.38870 -3.16645 -1.22527
H -0.24976 0.14268 -2.58062
H -1.38418 -1.07963 -1.86882
H -0.52712 1.80389 1.60081
H 1.23003 1.81038 1.79076
H 0.16600 0.53559 2.72339
*
```

Gap between HOMO and LUMO   7.9 eV
SMILES   CC1=NN(I)CS1

Entry 10:
DFT (ωB97M-V/def2-TZVPD) results for the molecule C16H13FN4O4S in a non-equilibrium geometry.

ORCA input file:
```
! wB97M-V def2-TZVPD RIJCOSX def2/J DEFGRID3
* xyz 0 1
O -0.51575 3.67549 2.66378
C -1.20207 2.73966 2.32695
N -1.19643 2.13640 1.11367
C -0.32140 2.33659 0.04660
C 0.62413 3.35624 0.02425
C 1.44443 3.46490 -1.08228
C 1.35984 2.60820 -2.16413
C 0.41129 1.59897 -2.12617
C -0.42197 1.45953 -1.03440
H -1.15062 0.66319 -1.00394
H 0.32499 0.91540 -2.95711
H 2.02087 2.73467 -3.00635
F 2.36484 4.45171 -1.10795
H 0.72411 4.04225 0.84830
H -1.81221 1.32984 1.00226
C -2.21572 2.10746 3.28599
H -3.14033 1.81810 2.79100
H -2.40893 2.79911 4.10470
S -1.51979 0.61637 4.08924
C -1.69398 -0.50713 2.79871
N -2.34455 -0.33785 1.68186
N -2.16620 -1.46182 0.95897
C -1.41984 -2.24819 1.65811
O -1.10757 -1.71434 2.86163
C -0.86251 -3.55966 1.22932
N -0.07262 -3.36902 0.02924
C 0.68527 -2.25400 -0.13956
O 0.78976 -1.39340 0.71446
C 1.36699 -2.17308 -1.43372
C 2.21571 -1.20725 -1.91159
C 2.57270 -1.60983 -3.21578
C 1.91997 -2.78561 -3.43740
O 1.18941 -3.13782 -2.37120
H 1.89717 -3.44288 -4.28459
H 3.22357 -1.09751 -3.89344
H 2.52708 -0.32984 -1.38435
H -0.17324 -4.01728 -0.73402
H -1.67208 -4.25857 1.01173
H -0.24431 -3.94901 2.04722
*
```

Gap between HOMO and LUMO   8.9 eV
SMILES   O=C(CSc1nnc(CNC(=O)c2ccco2)o1)Nc1cccc(F)c1

Entry 11:
DFT (ωB97M-V/def2-TZVPD) results for a cluster of 2 separate species, C2H8S2 in total.

ORCA input file:
```
! wB97M-V def2-TZVPD RIJCOSX def2/J DEFGRID3
* xyz 0 1
C -1.11125 -0.97005 1.41419
S 0.53708 -0.28611 1.84233
H -1.80993 -0.14418 1.37640
H -1.03070 -1.44660 0.44421
H -1.40798 -1.69452 2.15939
H 0.84401 -1.20628 2.76419
C 0.40798 -0.51583 -2.08138
S -0.22472 1.10005 -1.53756
H 0.61019 -0.50862 -3.14631
H 1.32004 -0.77051 -1.54828
H -0.34655 -1.25793 -1.84789
H 0.89499 1.76897 -1.83856
*
```

Gap between HOMO and LUMO   9.8 eV
SMILES   CS.CS

Entry 12:
DFT (ωB97M-V/def2-TZVPD) results for the molecule C3H6OS2 in a non-equilibrium geometry.

ORCA input file:
```
! wB97M-V def2-TZVPD RIJCOSX def2/J DEFGRID3
* xyz 0 1
C 2.26363 -0.53994 0.03191
C -0.11165 0.92934 -0.02318
C -2.29784 -0.11895 -0.00145
H 2.59038 0.03854 -0.82442
H 2.74837 -1.57274 -0.01592
H 2.51555 -0.03387 0.97896
H -2.18765 -0.57629 -0.99256
H -2.10562 -0.82221 0.77926
H -3.30139 0.24006 0.22592
O -1.46658 1.01273 -0.03335
S 0.49069 -0.80242 -0.08362
S 0.86211 2.24576 -0.04155
*
```

Gap between HOMO and LUMO   9.3 eV
SMILES   COC(=S)SC

Entry 13:
DFT (ωB97M-V/def2-TZVPD) results for the molecule C4H6 in a non-equilibrium geometry.

ORCA input file:
```
! wB97M-V def2-TZVPD RIJCOSX def2/J DEFGRID3
* xyz 0 1
C -0.00352 1.05933 -1.25201
C 0.40862 0.85781 0.00295
C -0.19719 -0.27820 0.75955
C -0.19784 -1.58359 0.58644
H -0.44727 0.29054 -1.87591
H 0.30304 1.93598 -1.80744
H 1.21825 1.42553 0.44045
H -0.81958 0.23320 1.49932
H -0.72957 -2.28743 1.20682
H 0.46313 -1.99547 -0.17122
*
```

Gap between HOMO and LUMO   10.7 eV
SMILES   C=CC=C

Entry 14:
DFT (ωB97M-V/def2-TZVPD) results for the ion C5H10N3O2 with charge +1 in a non-equilibrium geometry.

ORCA input file:
```
! wB97M-V def2-TZVPD RIJCOSX def2/J DEFGRID3
* xyz 1 1
C -0.45361 0.55385 1.81638
C 1.21444 -1.24413 0.96471
C 1.05219 0.09513 1.82472
C -0.47794 0.09570 -0.57575
C -1.33312 -0.61072 -1.61646
N -1.10479 0.48397 0.53905
N 0.85282 -0.93367 -0.29759
N 0.39758 1.24260 -1.03936
O -1.05285 0.93284 2.81235
O 1.87512 -2.19407 1.22121
H 1.72724 0.76024 1.21614
H 1.41951 -0.05090 2.82140
H -0.73740 -0.78448 -2.47175
H -2.21119 0.02697 -1.77638
H -1.69558 -1.62987 -1.26596
H -2.03800 0.30190 0.53817
H 0.72683 -1.62147 -1.04218
H 0.96100 0.91900 -1.91567
H 1.01840 1.47563 -0.32927
H -0.14065 2.18147 -1.42375
*
```

Gap between HOMO and LUMO   9.8 eV
SMILES   CC1([NH3+])NC(=O)CC(=O)N1

Across the entries above, total energy takes the values -3587.28367, -1060.00460, -430.92195, -193.68130, -386.15036, -3766.67507, -954.74647, -458.40722, -922.61654, -1635.55978, -877.34684, -989.48896, -155.93906, -510.97953 Eh, respectively.